[1]
The following is a DFT calculation (ωB97M-V with the def2-TZVPD basis set) of a molecular structure, C24H38N2O4PSbSe4Ta at a distorted geometry.

```
75
Properties=species:S:1:pos:R:3:forces:R:3
Ta 1.4676 -3.1356 1.3808 -0.32 -1.26 0.17
Se -2.8481 -4.7855 -0.1904 -0.27 -0.09 -0.10
Sb -0.7578 -4.1858 0.5926 -3.94 -1.21 -1.20
Se 0.9713 -3.0509 -0.9535 0.16 -0.12 -0.49
Se -0.5255 -2.2222 2.2890 -0.39 -0.41 0.18
Se 0.7778 -5.7080 1.7076 0.78 0.98 0.05
C 0.8502 1.2201 3.7596 0.16 0.06 0.04
C 1.9895 0.2660 3.6764 0.02 0.04 0.34
N 2.0683 -0.7857 2.8887 0.85 -0.50 -0.25
C 3.2921 -1.3757 3.1669 0.08 0.44 0.04
C 3.9475 -0.6917 4.1389 0.22 -0.13 0.05
N 3.1115 0.3515 4.4328 -0.31 0.17 -0.04
C 5.2470 -0.7892 4.8677 -0.21 0.05 -0.10
O 5.9850 -1.8854 4.6889 0.14 -0.10 0.00
O 5.5953 0.1015 5.5833 -0.03 0.04 0.00
C 3.3765 -2.5728 2.3153 1.20 -0.25 0.42
O 2.9148 -3.7016 2.7780 1.54 1.97 -0.91
O 3.3133 -2.3553 1.0206 0.60 -0.48 2.18
H -0.0093 0.8382 3.2143 0.03 -0.06 -0.03
H 1.1324 2.1822 3.3287 -0.01 0.00 -0.01
H 0.5689 1.3868 4.7990 -0.03 0.00 0.00
H 3.3392 1.0613 5.1168 0.04 -0.01 -0.02
H 5.5474 -2.5789 4.1812 -0.06 0.05 0.02
C -4.7499 0.9678 0.5657 0.12 -0.16 -0.17
C -4.0320 1.6116 -0.6199 0.00 0.09 0.14
C -2.6603 2.1823 -0.2512 0.09 -0.07 0.09
C -1.7427 1.2551 0.5816 -0.04 -0.03 -0.03
C -2.5708 0.6627 1.7322 0.08 -0.09 -0.06
C -3.8467 -0.0362 1.2789 -0.08 0.19 0.22
P -0.5733 0.0274 -0.3005 -0.80 0.75 -0.22
C 0.8566 1.2168 -0.4942 0.19 -0.08 -0.27
C 0.6128 2.5184 -1.2718 0.15 0.02 0.24
C 1.8938 3.3558 -1.2804 -0.01 -0.06 -0.17
C 3.0296 2.6621 -2.0624 -0.14 -0.09 0.03
C 2.7683 1.1601 -2.2252 0.01 0.10 0.25
C 2.1929 0.5484 -0.9439 -0.06 0.10 -0.19
C -1.3886 -0.2004 -1.9711 0.28 0.19 -0.11
C -2.4424 -1.3277 -1.8518 0.05 -0.27 -0.32
C -2.3981 -2.3825 -2.9683 -0.17 0.45 0.12
C -2.1607 -1.6951 -4.3040 0.17 -0.11 0.05
C -0.7130 -1.2192 -4.3318 -0.18 0.17 0.17
C -0.3262 -0.3677 -3.0946 -0.05 -0.22 0.04
H -5.6607 0.4758 0.2183 -0.04 0.07 0.05
H -5.0434 1.7444 1.2793 -0.03 -0.03 0.00
H -4.6389 2.4320 -1.0086 -0.02 -0.05 -0.08
H -3.9396 0.8826 -1.4237 0.00 0.03 -0.01
H -2.8243 3.0747 0.3648 0.00 0.01 -0.04
H -2.1584 2.5230 -1.1564 0.00 0.06 0.01
H -1.0045 1.9102 1.0570 0.03 0.03 -0.01
H -2.8515 1.4882 2.3984 -0.03 -0.02 -0.01
H -1.9696 -0.0209 2.3307 0.06 0.04 0.05
H -4.3637 -0.4364 2.1551 0.00 -0.05 -0.04
H -3.6160 -0.8873 0.6313 0.02 0.04 -0.04
H 0.9990 1.5094 0.5534 -0.01 0.02 0.04
H -0.1812 3.0893 -0.7919 -0.04 0.00 -0.05
H 0.2978 2.3083 -2.2962 -0.06 0.05 0.03
H 2.2016 3.5235 -0.2437 -0.02 0.02 0.01
H 1.6873 4.3372 -1.7089 0.03 0.03 0.05
H 3.9777 2.8129 -1.5431 0.03 0.03 -0.04
H 3.1313 3.1089 -3.0522 0.06 0.04 0.02
H 3.6968 0.6488 -2.4834 -0.01 -0.03 -0.06
H 2.0727 0.9917 -3.0475 0.04 -0.01 -0.04
H 2.9380 0.6513 -0.1494 -0.01 -0.04 0.04
H 2.0627 -0.5218 -1.1076 0.01 -0.06 0.11
H -1.9092 0.7346 -2.1766 -0.08 -0.07 -0.14
H -3.4393 -0.8883 -1.8844 0.02 -0.01 0.08
H -2.3750 -1.8397 -0.8895 0.03 0.04 0.12
H -3.3469 -2.9202 -2.9584 0.07 -0.13 0.00
H -1.5980 -3.1051 -2.7829 0.00 -0.11 -0.05
H -2.8517 -0.8520 -4.4124 0.00 -0.05 -0.04
H -2.3360 -2.3806 -5.1348 -0.04 0.05 -0.01
H -0.5140 -0.6491 -5.2393 0.06 -0.06 -0.03
H -0.0783 -2.1094 -4.3543 0.02 0.02 -0.11
H -0.0591 0.6306 -3.4350 0.03 0.02 0.03
H 0.5905 -0.7896 -2.6787 0.03 0.03 0.02
```
Positions in Å, forces in eV/Å.

## Properties
- charge = +1
- relative energy (zero: lowest compared OMol25 entry of this formula, charge and spin) (kJ/mol) = 442.4
- LUMO (hartree) = -0.2112
- largest force on an atom (eV/Å) = 4.29
- orbital gap (hartree) = 0.17312


[2]
The following is a DFT calculation (ωB97M-V with the def2-TZVPD basis set) of a molecular structure, C24H39BN5O8PSe2SiW at a distorted geometry.

```
82
Properties=species:S:1:pos:R:3:forces:R:3
W 0.1333 0.0235 -0.2058 1.84 1.70 0.22
C 3.6113 0.9234 -2.0397 0.04 0.14 0.12
Se 1.7235 0.7620 -2.3694 -0.25 -0.56 -0.33
C 1.3519 2.5367 -3.0152 0.04 0.26 -0.07
C 1.4639 3.6162 -1.9578 0.02 0.03 -0.15
Se 0.4851 3.1314 -0.3616 0.16 -0.04 0.36
C -1.0999 4.1897 -0.6851 -0.09 -0.09 -0.14
H 4.0380 0.9635 -3.0389 0.15 0.03 0.03
H 3.9186 0.0206 -1.5227 0.01 -0.01 -0.07
H 3.8491 1.8145 -1.4687 0.04 0.01 -0.04
H 0.3480 2.4786 -3.4311 -0.03 0.06 -0.01
H 2.0518 2.7021 -3.8358 -0.05 0.03 -0.05
H 1.0465 4.5543 -2.3211 0.07 0.04 -0.01
H 2.4933 3.7994 -1.6577 0.04 -0.02 -0.05
H -1.6651 3.8073 -1.5326 0.01 0.05 -0.01
H -0.7562 5.2043 -0.8696 -0.08 0.05 0.02
H -1.6991 4.1609 0.2206 -0.01 0.01 -0.01
C -1.3378 0.3592 -3.8891 -0.10 0.06 0.03
C -2.0476 0.8431 -2.6606 0.10 0.06 0.00
C -3.3514 1.2886 -2.7552 -0.04 0.05 -0.08
C -4.0315 1.7398 -1.6295 -0.02 0.01 0.00
C -3.4272 1.7123 -0.3873 -0.16 0.00 -0.05
C -2.1301 1.2407 -0.3355 0.05 0.08 0.52
N -1.4450 0.8940 -1.4442 0.09 -0.47 -0.02
N -1.3246 1.0116 0.7725 -0.13 -0.51 -0.20
Si -2.0657 1.0461 2.4557 0.19 0.00 -0.32
C -2.1641 2.8383 2.8844 -0.03 0.30 0.01
C -0.9259 0.1839 3.6219 0.14 -0.22 0.07
C -3.7160 0.2104 2.4154 -0.23 -0.05 0.00
H -1.9023 -0.4614 -4.3358 0.01 -0.01 0.03
H -0.3354 0.0029 -3.7032 0.06 -0.01 -0.03
H -1.2981 1.1565 -4.6344 -0.04 -0.01 0.01
H -3.8310 1.2746 -3.7243 -0.01 0.02 0.02
H -5.0475 2.1007 -1.7248 0.00 -0.02 -0.01
H -3.9472 2.0181 0.5072 -0.02 0.00 -0.01
H -1.1847 3.3182 2.8005 -0.03 0.04 0.03
H -2.5013 2.9451 3.9194 0.02 0.02 -0.03
H -2.8733 3.3930 2.2643 0.04 0.00 0.01
H -1.0607 0.5986 4.6243 -0.02 -0.03 -0.01
H 0.1128 0.3139 3.3392 0.08 -0.03 0.05
H -1.1304 -0.8874 3.6732 0.04 0.04 -0.01
H -4.5259 0.9046 2.6529 0.02 -0.03 -0.01
H -3.7299 -0.5747 3.1744 -0.05 -0.01 -0.01
H -3.9378 -0.2544 1.4555 -0.02 -0.05 0.04
O 3.6702 -2.2732 0.3759 0.06 -0.10 -0.11
C 2.4981 -2.1016 0.1556 0.00 0.10 -0.25
O 2.0588 -0.9772 -0.4161 -0.12 -0.22 0.30
C 1.4310 -3.1205 0.4317 0.31 -0.04 -0.09
C 1.5363 -4.4800 0.1712 0.10 0.04 -0.03
C 0.3802 -5.2390 0.1881 -0.06 -0.07 -0.10
C -0.8820 -4.6957 0.3434 0.02 -0.04 -0.09
C -0.9462 -3.3429 0.6026 -0.61 0.00 0.02
C 0.2034 -2.6034 0.7557 -0.06 0.67 0.37
O 0.1508 -1.2909 1.1554 -0.74 -0.71 -0.43
N -2.2257 -2.6283 0.4906 0.05 -0.09 0.12
O -3.2479 -3.2122 0.7048 0.06 -0.02 0.03
O -2.1749 -1.4447 0.1184 -0.25 -0.34 -0.01
N 0.4767 -6.6913 -0.0895 -0.01 -0.08 0.30
O 1.5883 -7.1522 -0.1823 0.13 0.02 -0.13
O -0.5642 -7.3003 -0.1556 -0.09 0.00 -0.10
H 2.4841 -4.9386 -0.0790 -0.01 0.00 0.01
H -1.7703 -5.2990 0.2137 0.01 -0.02 0.02
B -0.4650 -3.3988 -3.3609 0.09 -0.06 -0.05
C -0.2684 -2.2443 -2.3797 -0.10 -0.27 -0.16
N -0.1347 -1.3620 -1.6278 -0.20 0.00 0.24
H -1.6606 -3.5554 -3.4826 0.12 0.05 0.04
H 0.1193 -4.3448 -2.8665 -0.08 0.13 -0.06
H 0.0779 -3.0242 -4.3863 -0.08 -0.02 0.14
C 2.7743 -0.6614 2.9493 0.04 -0.08 0.11
P 2.5829 0.8894 2.1027 0.06 -0.26 0.01
C 2.2549 2.1807 3.2756 -0.14 0.16 0.06
C 4.1213 1.2239 1.3005 0.20 0.04 -0.12
O 1.4260 0.9026 1.0652 -0.58 0.17 -0.13
H 3.3503 -0.4792 3.8596 0.00 0.00 -0.01
H 3.3266 -1.3554 2.3152 -0.01 0.03 0.12
H 1.8143 -1.0892 3.2208 -0.10 -0.04 0.06
H 3.0392 2.1967 4.0338 0.00 0.01 -0.02
H 1.2924 2.0081 3.7577 0.06 0.06 0.03
H 2.2324 3.1382 2.7544 -0.01 0.02 0.03
H 4.9107 1.2928 2.0525 -0.02 -0.01 -0.01
H 4.0607 2.1704 0.7651 0.06 0.02 -0.01
H 4.3439 0.3980 0.6225 0.04 0.05 0.05
```
Positions in Å, forces in eV/Å.

## Properties
- charge = +2
- relative energy (zero: lowest compared OMol25 entry of this formula, charge and spin) (kJ/mol) = 164.0
- LUMO (hartree) = -0.3080
- largest force on an atom (eV/Å) = 2.51
- orbital gap (hartree) = 0.22382


[3]
The following is a DFT calculation (ωB97M-V with the def2-TZVPD basis set) of a molecular structure, C24H39BrN7O4SSbZr at a distorted geometry.

```
78
Properties=species:S:1:pos:R:3:forces:R:3
Zr -0.5718 0.8490 0.6486 -0.14 -0.02 -0.26
C 6.2648 -2.5268 3.7682 0.89 -0.88 0.17
C 4.9764 -1.8098 3.5449 -0.69 1.03 -0.14
C 4.3618 -1.0569 4.5816 -0.53 -0.89 0.21
C 3.0825 -0.4913 4.4002 1.68 -0.12 -0.69
C 2.5191 -0.4619 3.1063 0.93 -0.99 1.61
C 3.1375 -1.1430 2.0651 2.01 -0.39 -0.60
C 4.3668 -1.8189 2.2528 -0.29 0.58 1.32
S 1.0594 0.3722 2.8757 -1.03 0.86 -0.73
O 0.0834 -0.5705 2.1591 0.10 0.26 0.49
O 0.5467 1.0124 4.0523 0.45 -0.78 0.13
N 1.1811 1.4013 1.6617 0.67 0.83 1.03
C 1.5763 2.8365 1.9064 0.08 -1.76 -3.47
C 0.7323 3.6086 0.8451 0.23 -3.34 1.06
O 0.7494 4.7480 0.6501 0.27 3.11 -0.50
O -0.1261 2.7603 0.2282 -0.60 0.19 -0.55
H 6.9693 -2.0823 4.5088 -0.75 0.07 -0.56
H 6.8091 -2.6488 2.8091 -0.27 0.00 0.60
H 6.0636 -3.5496 4.1737 0.04 0.64 -0.42
H 4.8290 -1.0317 5.6052 -0.52 0.03 -1.28
H 2.6553 0.0073 5.2413 -0.56 0.29 0.21
H 2.8456 -1.0275 1.0366 -0.67 -0.04 -0.17
H 4.9382 -2.2975 1.4376 -0.74 0.31 0.36
H 2.6506 2.9602 1.7365 -0.28 0.22 0.17
H 1.2509 3.1762 2.8206 -0.44 0.65 2.37
C -3.0546 2.7839 -3.2578 1.13 0.23 -0.55
N -3.2561 1.3708 -2.9343 -0.85 -0.06 -0.71
C -4.2404 0.7077 -3.8071 0.15 0.32 -0.59
C -2.7568 0.7961 -1.8395 1.05 1.63 0.11
N -1.8029 1.3922 -1.1554 -0.68 -1.69 1.01
N -3.2756 -0.4079 -1.4449 -1.02 -1.26 -1.61
C -3.0667 -1.1422 -0.3080 -0.18 -1.26 1.93
N -4.0549 -2.0787 -0.0408 1.14 1.69 -1.32
N -2.0191 -0.9746 0.4651 -0.73 0.69 -1.24
H -3.5976 3.4617 -2.6034 0.15 -0.08 0.30
H -3.4614 2.8851 -4.2394 -0.39 0.31 -0.54
H -2.0037 3.1122 -3.4319 -0.48 -0.47 0.72
H -4.8854 0.1219 -3.1978 -0.87 -0.51 0.24
H -3.7565 0.0674 -4.5566 0.00 0.14 0.19
H -4.8796 1.4356 -4.3574 0.62 -0.44 0.66
H -1.5597 2.3069 -1.4557 0.14 0.82 -0.50
H -3.8174 -0.9082 -2.1789 0.54 0.62 1.07
H -4.9708 -2.0451 -0.4405 -0.16 0.27 -0.40
H -3.9714 -2.7311 0.6880 0.50 -0.69 0.99
H -2.0220 -1.5448 1.2962 -0.12 -0.28 0.18
Br -6.5529 2.2066 3.5920 -0.09 0.32 0.01
C -4.7165 2.1738 3.1834 -2.31 -0.89 2.16
C -3.9975 1.1838 3.7885 0.62 -1.21 -0.45
C -2.7551 0.9317 3.2423 0.92 -0.91 0.76
N -2.2337 1.6600 2.2570 -0.24 1.00 -1.37
C -2.9531 2.7578 1.8304 1.93 -0.34 0.21
C -4.1798 3.0732 2.3507 0.78 0.60 -1.88
H -4.4532 0.4838 4.4813 0.20 0.28 0.07
H -2.1209 0.1002 3.6144 -0.53 0.58 -0.29
H -2.4188 3.3902 1.1061 -0.49 -0.32 0.24
H -4.7750 3.8638 1.9571 -0.11 0.62 -0.18
C 0.2635 -3.5456 -1.0965 0.08 -0.20 0.19
C 0.3753 -2.7783 -2.4127 -0.33 0.83 0.09
Sb 1.2781 -0.8779 -1.9092 -1.17 -0.22 -0.30
C 0.4933 0.2804 -3.5881 1.09 -2.27 -0.30
C 1.3696 1.4880 -3.7377 -2.94 1.61 0.16
C 3.2679 -1.4185 -2.3728 2.20 -0.94 1.48
C 3.5430 -2.5876 -3.3504 -2.19 0.47 -0.75
H -0.5859 -4.2267 -1.1234 0.34 -0.53 0.02
H 0.0870 -2.9194 -0.2109 -0.01 0.15 -0.28
H 1.2281 -4.0449 -0.8966 -0.62 -0.21 -0.05
H -0.6170 -2.5031 -2.8633 0.87 -0.50 0.31
H 1.0232 -3.2990 -3.1495 -0.70 0.41 0.38
H -0.5191 0.4860 -3.2506 -0.02 0.33 -0.16
H 0.4374 -0.3541 -4.5193 0.09 0.61 0.96
H 0.8072 2.1154 -4.4660 1.00 0.23 0.40
H 2.3678 1.3819 -4.0047 1.64 -0.75 -0.97
H 1.4233 2.0035 -2.7766 -0.23 0.39 0.01
H 3.8558 -1.6386 -1.3755 -1.34 0.37 -1.66
H 3.7645 -0.5333 -2.7230 0.18 0.61 -0.31
H 3.2687 -3.5431 -2.9120 -0.05 -0.10 0.02
H 4.5557 -2.6502 -3.6532 1.18 0.14 0.02
H 2.9704 -2.4842 -4.3263 0.46 -0.04 1.17
```
Positions in Å, forces in eV/Å.

## Properties
- charge = +2
- relative energy (zero: lowest compared OMol25 entry of this formula, charge and spin) (kJ/mol) = 184.3
- LUMO (hartree) = -0.2048
- largest force on an atom (eV/Å) = 3.89
- orbital gap (hartree) = 0.29950


[4]
The following is a DFT calculation (ωB97M-V with the def2-TZVPD basis set) of 3 unconnected molecules or ions with the total composition C24H39INO6 at a distorted geometry.

```
71
Properties=species:S:1:pos:R:3:forces:R:3
C 2.0092 3.1674 5.0739 -0.15 0.27 -0.15
C 1.3195 4.0870 4.0564 0.38 0.08 0.21
C -0.0190 3.5727 3.6285 -0.08 0.12 -0.05
C -0.1406 2.5721 2.6692 -0.52 0.16 0.25
C -1.3952 2.1290 2.2610 -0.09 0.16 -0.18
C -1.5336 1.0589 1.2003 0.49 -0.35 0.80
C -0.2334 0.2907 0.9266 -0.50 0.19 -0.59
C 0.6846 0.9007 -0.1170 0.45 -1.71 1.14
C 0.4044 2.0599 -0.7545 -0.42 0.97 -0.28
C 1.2774 2.5635 -1.6957 0.57 0.07 -0.38
C 2.4465 1.8762 -1.9686 0.40 0.20 -0.43
C 2.7522 0.6750 -1.3349 -0.20 0.48 -0.07
C 1.8665 0.1943 -0.4115 -0.60 -0.08 0.43
C -2.5223 2.7192 2.8456 -0.37 -0.22 -0.32
I -4.4337 2.1567 2.1849 0.29 0.18 0.05
N -2.4034 3.6619 3.8074 0.41 -0.23 -0.31
C -3.5566 4.3077 4.4694 0.32 0.46 0.92
O -4.4723 3.4317 5.0601 -0.44 -0.27 -1.09
O -3.7932 2.3720 5.6908 0.64 0.11 0.75
C -1.1740 4.0766 4.1839 0.24 -0.05 -0.02
H 1.9743 2.1348 4.7340 0.03 -0.13 0.13
H 1.5343 3.2671 6.0473 -0.09 -0.24 0.06
H 3.0475 3.4594 5.1925 0.12 0.00 -0.02
H 1.2231 5.0839 4.4826 -0.10 0.08 0.03
H 1.9621 4.2037 3.1851 -0.06 -0.09 -0.18
H 0.7477 2.1416 2.2330 0.10 0.02 -0.11
H -1.9571 1.4822 0.2948 -0.12 -0.01 -0.13
H -2.2387 0.3219 1.5807 -0.26 0.05 -0.05
H -0.5457 -0.6915 0.5721 0.15 -0.14 -0.04
H 0.3015 0.1217 1.8605 0.06 -0.10 0.08
H -0.4933 2.6206 -0.5429 -0.15 0.04 0.03
H 1.0217 3.4860 -2.1944 0.18 0.07 -0.15
H 3.1709 2.2417 -2.6818 -0.13 0.26 -0.16
H 3.6700 0.1592 -1.5625 0.10 -0.12 -0.04
H 2.0558 -0.7395 0.0995 0.02 -0.10 0.05
H -4.0639 4.9590 3.7634 -0.42 -0.31 -0.15
H -3.1456 4.9465 5.2503 0.31 -0.02 -0.05
H -3.7819 1.6511 5.0398 -0.37 0.10 -0.14
H -1.1230 4.8425 4.9410 -0.17 0.03 0.10
C -1.9304 -1.6321 -4.4705 -0.06 0.00 0.05
O -1.2650 -0.3994 -4.2705 0.05 0.02 0.02
C -0.0195 -0.5428 -3.6025 -0.12 0.03 -0.02
C 1.1389 -0.4739 -4.5686 0.29 -0.13 -0.06
O 1.1510 -1.5543 -5.4860 -0.17 -0.02 0.07
C 0.6534 -1.2103 -6.7679 0.06 -0.03 -0.02
H -2.7443 -1.4651 -5.1743 0.00 0.07 0.02
H -1.2608 -2.3909 -4.8820 0.01 0.00 0.02
H -2.3501 -1.9923 -3.5238 0.01 -0.10 -0.03
H 0.0057 -1.4829 -3.0398 0.04 -0.03 -0.03
H 0.0836 0.2741 -2.8818 -0.06 0.03 -0.03
H 2.0682 -0.5216 -3.9917 0.01 0.01 -0.02
H 1.1308 0.4764 -5.1128 -0.06 0.05 0.07
H 1.3881 -0.6092 -7.3138 -0.05 0.04 -0.02
H -0.2882 -0.6605 -6.7025 0.00 0.01 0.01
H 0.4836 -2.1352 -7.3162 0.05 -0.02 0.03
C 0.3510 -4.7041 -2.2458 -0.03 0.09 -0.10
O 0.0868 -3.8043 -1.1759 0.07 -0.15 -0.02
C -0.6413 -4.4094 -0.1186 0.03 0.33 0.01
C 0.2571 -4.7808 1.0418 -0.07 -0.29 0.06
O 1.1748 -5.7991 0.6907 0.04 0.12 -0.10
C 2.4775 -5.3168 0.4125 0.01 -0.04 0.05
H 1.0905 -4.2451 -2.9001 -0.03 0.09 0.03
H 0.7438 -5.6575 -1.8877 -0.02 0.01 0.05
H -0.5636 -4.8799 -2.8211 0.02 -0.07 -0.02
H -1.1850 -5.2881 -0.4761 0.02 -0.04 0.01
H -1.3783 -3.6762 0.2294 -0.03 -0.04 0.01
H -0.3635 -5.1703 1.8554 -0.01 0.04 0.01
H 0.7848 -3.8953 1.4136 0.01 0.03 -0.04
H 2.9889 -5.0411 1.3414 0.02 0.05 -0.03
H 2.4555 -4.4558 -0.2603 -0.01 0.01 0.00
H 3.0334 -6.1212 -0.0651 -0.03 -0.04 0.03
```
Positions in Å, forces in eV/Å.

## Properties
- charge = +1
- relative energy (zero: lowest compared OMol25 entry of this formula, charge and spin) (kJ/mol) = 0.0
- LUMO (hartree) = -0.1564
- largest force on an atom (eV/Å) = 2.10
- orbital gap (hartree) = 0.23720